No. 1
ORCA calculation (ωB97M-V/def2-TZVPD) on a structure of composition C63H62BaN9O3P2.

Each line ends with the Löwdin charge.
Cartesian coordinates (Å):
1 H 0.32 3.39 -1.70  0.0831
2 C -6.52 1.55 2.49  -0.0848
3 C -2.71 0.38 -2.83  -0.2304
4 H -5.46 -0.42 4.06  0.0587
5 C -3.49 -1.61 4.86  -0.1275
6 H -4.81 -0.60 0.50  0.1112
7 C 3.90 0.68 -1.65  -0.3664
8 H 4.14 -6.47 1.74  0.1160
9 H -3.40 1.72 4.19  0.0793
10 H -0.66 2.02 6.52  0.1430
11 C 1.77 -4.08 2.12  -0.2791
12 H 2.17 -0.98 3.05  0.0866
13 C 3.71 5.28 0.75  -0.0771
14 H 4.47 -2.90 -4.23  0.0995
15 H -0.85 2.60 -5.73  0.1118
16 C 2.97 3.00 0.98  -0.3465
17 C -1.19 -2.31 4.79  -0.0167
18 H -0.07 6.26 0.24  0.1095
19 C 0.95 0.22 4.16  -0.4138
20 C -4.63 2.64 1.47  -0.0774
21 H -6.01 3.60 2.80  0.1084
22 H -6.81 -0.52 1.95  0.1140
23 C -0.92 3.03 0.81  -0.1136
24 C 2.78 2.92 -0.41  -0.3104
25 C 2.43 -5.29 2.31  -0.0133
26 H -5.92 2.42 -3.84  0.1041
27 H 0.89 0.86 -5.90  0.1107
28 H 2.32 0.36 -3.97  0.0752
29 H -7.39 1.58 3.13  0.1122
30 C -4.56 1.88 -2.25  -0.1028
31 H 0.57 4.33 1.65  0.0987
32 H 2.08 1.23 1.47  0.0113
33 N 2.62 -3.47 -3.47  -0.1543
34 H 6.27 -1.31 -0.26  0.1063
35 C -5.07 0.32 1.01  -0.1046
36 H -3.09 3.88 -1.63  0.1006
37 C -0.42 1.48 5.61  -0.0346
38 N 2.12 -0.40 3.88  0.1783
39 H 6.37 0.82 -3.97  0.1102
40 N 0.01 0.18 3.24  0.1536
41 H -2.57 3.17 4.78  0.1037
42 H -0.19 -1.83 -3.25  0.0403
43 C 4.58 1.04 -2.81  -0.0871
44 Ba -0.38 -0.74 -0.05  1.4114
45 C 3.08 4.04 -1.19  -0.0856
46 C -5.03 1.86 -3.57  -0.0722
47 H 3.29 -1.58 -4.19  0.0833
48 C 5.80 -0.66 -0.99  -0.0882
49 C -2.53 -2.35 2.79  -0.0253
50 C 4.52 -0.17 -0.74  -0.1309
51 C 5.85 0.54 -3.07  -0.0663
52 H 2.02 -6.03 2.99  0.1173
53 C -0.37 3.10 -3.71  -0.0553
54 C 3.53 5.22 -0.63  -0.0819
55 H -4.71 1.09 -5.53  0.1122
56 C -1.22 0.72 3.49  -0.5232
57 C -2.31 3.98 -0.90  -0.0914
58 N 2.22 -3.13 1.29  0.1139
59 C 4.06 -4.55 0.76  -0.0396
60 N 0.95 -4.41 -2.15  -0.1567
61 O -2.13 0.60 2.69  -0.0183
62 H -0.70 -3.30 -1.54  0.0376
63 N -0.17 -2.77 2.62  0.0790
64 H -3.03 1.88 5.93  0.1027
65 P 2.27 1.35 -1.17  1.0410
66 H 1.94 -3.32 -5.45  0.0926
67 C -4.59 -0.99 5.68  -0.4841
68 H 2.06 -1.45 -2.17  0.0138
69 C 0.78 0.89 5.41  0.0024
70 C -2.68 2.09 4.92  0.0183
71 C 0.77 1.42 -4.98  -0.0709
72 H 2.58 2.13 2.78  0.0766
73 C -1.57 -0.42 -2.42  -0.3130
74 H -2.62 -2.53 1.73  0.1073
75 H -1.91 6.02 -1.39  0.1111
76 C 1.58 1.14 -3.89  -0.1069
77 C 6.46 -0.32 -2.16  -0.0773
78 O -4.56 -0.96 6.88  0.1224
79 C -4.36 1.13 -4.51  -0.0320
80 N -1.41 1.42 4.69  -0.0207
81 H 3.66 -2.61 -0.07  0.0733
82 H -0.63 2.19 1.44  0.0616
83 C 0.45 2.83 -2.62  -0.0969
84 C -6.19 0.37 1.83  -0.1057
85 C -3.43 1.19 -1.89  -0.3336
86 H -5.10 2.46 -1.51  0.1048
87 C 3.34 -3.37 0.63  -0.1347
88 H 2.84 -0.47 4.56  0.1141
89 H -2.96 -0.44 -6.15  0.1098
90 H -4.56 -1.77 2.99  0.1097
91 H 4.97 -4.69 0.19  0.1117
92 C -1.30 -2.51 3.42  -0.2977
93 C -1.64 5.18 -0.77  -0.0699
94 N 1.62 -2.24 -1.70  0.0619
95 C 0.52 -3.82 2.85  -0.0776
96 H 3.60 4.24 2.61  0.1119
97 H 2.44 -5.78 -2.70  0.0837
98 C 3.60 -5.53 1.61  -0.0491
99 C -2.28 -1.85 5.51  0.0044
100 H 3.75 6.07 -1.26  0.1044
101 H -0.89 -5.05 -1.46  0.0991
102 H -2.21 -1.64 6.57  0.1282
103 H 1.29 -4.68 -4.53  0.0863
104 C -1.04 -1.18 -3.45  -0.2003
105 P -2.78 1.25 -0.20  0.9823
106 H 4.02 -0.43 0.18  0.0868
107 H 0.84 -6.48 -2.41  0.0945
108 H 4.13 1.72 -3.52  0.1064
109 H -4.02 3.52 1.35  0.1049
110 C -0.24 4.24 0.94  -0.0760
111 C 2.18 -4.08 -4.71  -0.0480
112 C -1.96 2.88 -0.11  -0.3648
113 C -0.21 2.40 -4.89  -0.0645
114 C -0.60 5.32 0.15  -0.0693
115 C -0.19 -4.23 -1.28  -0.0713
116 C 1.56 -5.73 -2.07  -0.0453
117 H -0.23 -2.45 5.28  0.1194
118 C 3.66 -2.47 -3.65  -0.0505
119 N 2.75 1.90 1.81  0.1021
120 O -5.60 -0.41 5.02  0.1187
121 C -4.28 1.46 0.82  -0.3740
122 H 1.55 0.92 6.16  0.1112
123 H 2.93 3.98 -2.26  0.1082
124 H 2.97 -4.72 -5.11  0.0925
125 C -1.51 -1.20 -4.79  -0.1019
126 C 1.43 1.85 -2.70  -0.3887
127 C 1.73 -3.30 -2.43  -0.4769
128 C -3.21 0.37 -4.16  -0.1814
129 C -5.74 2.68 2.30  -0.0717
130 H 4.07 6.19 1.21  0.1075
131 H 0.23 -4.54 3.62  0.1398
132 C -2.58 -0.43 -5.14  -0.0553
133 C -3.62 -1.90 3.51  -0.0074
134 H 7.45 -0.70 -2.35  0.1078
135 H -1.02 -1.82 -5.53  0.0971
136 H -1.13 3.86 -3.62  0.1066
137 C 3.44 4.19 1.54  -0.0490
138 H 0.08 -4.22 -0.22  0.0696
139 H 4.06 -2.15 -2.69  0.0702
140 H 1.85 -5.96 -1.04  0.0828

Properties
calculated total energy	-3864.606280	Eh
energy relative to the best compared isomer or geometry (same formula, charge and spin)	19.2	kcal per mole
total charge	+1
E_HOMO	-9.18	eV
orbital gap	6.42	eV
maximum force	1.34	eV Å⁻¹

No. 2
ORCA calculation (ωB97M-V/def2-TZVPD) on the ion C63H67N4O3 with charge +1.

Each line ends with the Löwdin charge.
Cartesian coordinates (Å):
1 C -2.16 4.38 3.77  0.0029
2 C 1.19 -0.02 -3.30  -0.0506
3 H -1.67 2.86 -2.83  0.0477
4 C 2.40 0.74 -2.77  -0.5240
5 C 1.98 -0.84 2.22  -0.0174
6 O -0.30 -4.30 4.26  0.0625
7 C -1.74 3.88 -0.23  -0.0272
8 H -2.96 1.12 3.34  0.0518
9 H -3.63 3.98 5.30  0.1118
10 H -4.10 -2.04 3.26  0.1188
11 H -2.22 4.72 0.30  0.1006
12 H 3.20 3.87 3.12  0.0937
13 H -0.24 -3.54 -2.58  0.1027
14 H 1.58 -2.33 0.38  0.0787
15 N -0.17 1.54 -0.84  0.0536
16 C -3.68 1.22 0.82  -0.0441
17 H 0.73 -0.65 -2.54  0.0415
18 H -0.51 6.35 -2.28  0.0899
19 H 0.76 -4.57 0.71  0.0748
20 H -5.36 -0.94 0.43  0.0704
21 C 2.07 4.31 1.31  -0.0612
22 H 4.29 0.30 -1.80  0.0863
23 C -2.73 3.63 4.81  -0.0657
24 C 4.00 1.78 5.63  -0.2714
25 H -1.84 -3.66 -1.82  0.1008
26 C 3.08 2.99 3.74  -0.0105
27 H -2.44 1.94 6.11  0.1158
28 H -4.07 -0.12 3.95  0.0911
29 H 2.58 1.88 -4.62  0.1022
30 H -2.48 0.75 -3.57  0.1071
31 H -2.53 3.17 -0.49  0.0714
32 H -0.54 -5.19 -0.36  0.0951
33 C 0.96 -2.13 -0.50  -0.0538
34 H 1.13 7.61 1.29  0.1187
35 H 3.47 -1.11 -2.50  0.0995
36 H 1.01 -4.68 -1.04  0.1005
37 C -2.94 -1.11 1.68  -0.1090
38 C -3.92 0.63 3.17  -0.0358
39 H -0.44 6.26 -0.49  0.0642
40 O 1.53 -4.60 3.04  0.0468
41 H 1.62 1.31 0.94  0.1542
42 H -2.66 1.59 0.96  0.0634
43 H -2.71 4.30 -2.72  0.0981
44 H 0.43 0.64 -3.72  0.0887
45 C -0.08 4.61 2.31  -0.1407
46 C 0.95 3.74 1.91  -0.1035
47 N -1.08 1.08 -1.76  0.1818
48 H -5.68 -1.25 2.15  0.0863
49 C 0.76 -0.13 2.22  -0.1923
50 H -2.54 5.36 3.48  0.1134
51 C -5.36 -0.49 1.43  -0.0193
52 H 2.89 -0.40 -0.97  0.0616
53 H 2.83 -0.45 1.64  0.1387
54 H -1.16 -2.08 -2.24  0.0595
55 C 1.98 2.13 3.59  -0.0733
56 H 6.56 2.73 6.34  0.0933
57 C -0.32 -0.50 3.02  -0.0568
58 H 1.41 5.77 -1.78  0.1149
59 C -0.19 -1.61 3.85  0.0468
60 C -1.76 0.13 -1.19  -0.1919
61 C -4.82 -1.99 -2.11  -0.0558
62 C 0.50 3.83 -1.48  -0.0763
63 H 2.90 3.67 1.03  0.1218
64 C -2.88 -0.52 -1.87  -0.1585
65 H -1.07 3.40 0.50  0.0550
66 H 4.95 3.50 4.70  0.1124
67 H 5.25 3.58 7.24  0.1003
68 C -0.95 1.98 4.56  -0.0437
69 H -3.47 -2.05 -0.45  0.1031
70 H 2.84 0.09 6.24  0.1293
71 C 4.09 2.82 4.69  0.0051
72 C 2.15 5.71 1.14  -0.0675
73 C 0.27 -4.45 -0.26  -0.0571
74 C 0.70 1.23 1.54  -0.0743
75 H 2.90 -2.72 2.77  0.1345
76 H -3.85 0.95 -0.23  0.0845
77 H -1.27 -4.59 1.41  0.1115
78 C -0.92 -3.07 -1.86  -0.0285
79 H 3.72 4.93 -1.52  0.1231
80 H 1.57 -2.33 -1.39  0.0933
81 C 1.08 6.54 1.49  -0.0755
82 H -1.22 0.12 3.00  0.1102
83 H -0.96 -1.93 4.54  0.1340
84 C -0.26 -3.02 -0.49  -0.4959
85 H -0.43 1.14 5.02  0.1022
86 C 2.91 0.90 5.52  0.0243
87 C -4.26 -0.44 -3.89  -0.0510
88 O 4.84 1.58 6.68  -0.0871
89 C 0.92 -2.46 3.60  -0.1338
90 H 0.68 -1.07 -0.47  0.0622
91 C 3.13 2.88 -1.74  -0.0455
92 C -3.28 -2.16 2.55  -0.0319
93 H 1.19 0.34 4.54  0.0737
94 C -0.39 1.00 0.39  0.0062
95 C -2.61 -3.37 2.50  -0.0451
96 C 5.76 2.62 7.08  -0.0530
97 C 3.18 1.19 -4.02  -0.0448
98 C -0.96 5.90 -1.39  -0.0584
99 H -6.09 0.32 1.44  0.1003
100 H -2.84 -4.17 3.20  0.1253
101 H -0.89 6.59 2.42  0.1197
102 H 3.05 6.16 0.73  0.1134
103 C 1.58 4.70 -1.67  -0.0370
104 H 3.40 0.31 -4.64  0.0944
105 H -5.45 -2.77 -1.70  0.1195
106 C 2.05 -2.05 2.87  0.0252
107 H 1.53 -0.70 -4.10  0.0996
108 C -3.72 -1.55 -1.39  -0.0503
109 C -0.51 2.58 3.38  -0.0650
110 H 6.15 2.24 8.03  0.0944
111 C 2.05 2.00 -1.91  -0.0690
112 C -1.77 -1.23 0.87  -0.1103
113 C -1.67 3.95 -2.74  -0.0351
114 C 3.32 -0.17 -1.96  -0.0416
115 H 4.13 1.67 -3.78  0.0806
116 C 2.89 4.23 -1.61  -0.0691
117 N -1.26 -0.08 0.14  0.1379
118 C -0.05 5.99 2.08  -0.0126
119 C -3.16 0.00 -3.17  -0.0079
120 C 0.78 2.32 2.53  -0.1729
121 H -4.45 -0.01 -4.87  0.1134
122 C -1.25 -2.56 0.64  -0.0488
123 H 4.16 2.50 -1.81  0.1241
124 C -1.04 3.86 3.12  -0.1214
125 H -2.00 6.26 -1.33  0.0993
126 C -3.96 0.06 1.75  -0.5173
127 H -5.98 -1.77 -3.92  0.1129
128 C -0.95 4.38 -1.45  -0.4959
129 C 0.81 2.45 -1.38  -0.0657
130 C 1.96 1.10 4.53  -0.0624
131 C -1.67 -3.58 1.51  -0.0272
132 H -4.70 1.40 3.28  0.1035
133 C -5.10 -1.42 -3.37  -0.0490
134 H -1.16 4.37 -3.61  0.0968
135 H -4.37 2.05 1.05  0.1116
136 N 0.72 -3.87 3.67  -0.2947
137 C -2.07 2.48 5.24  -0.0750

Properties
calculated total energy	-2885.196862	Eh
energy relative to the best compared isomer or geometry (same formula, charge and spin)	18.7	kcal per mole
total charge	+1
E_HOMO	-10.43	eV
orbital gap	7.14	eV
maximum force	4.17	eV Å⁻¹

No. 3
ORCA calculation (ωB97M-V/def2-TZVPD) on a structure of composition C63H68AsBrCl5CrO2PSi2.

Each line ends with the Löwdin charge.
Cartesian coordinates (Å):
1 H -2.08 2.02 2.25  0.0995
2 C -2.10 -4.94 0.16  -0.0983
3 H -0.61 -6.37 -2.60  0.0643
4 As 0.67 7.30 0.46  1.2864
5 H 2.20 -4.05 -2.44  0.0410
6 H 3.59 -4.47 -0.39  0.0752
7 H 2.49 3.29 3.62  0.1023
8 H -0.16 4.78 -1.61  0.0780
9 Br 0.79 -3.02 -0.22  0.7270
10 C -6.24 0.33 -1.05  -0.7038
11 C -5.63 0.46 0.18  -0.1408
12 C -4.28 2.97 -1.82  -0.0874
13 C 2.59 6.67 2.64  -0.1128
14 H -3.71 -1.13 -2.75  0.0909
15 C 4.55 -0.36 -4.28  -0.1281
16 C 2.23 -4.61 2.35  -0.1126
17 C -1.71 9.11 4.16  -0.1079
18 H -2.26 -5.80 -2.28  0.0872
19 H 1.66 1.17 -5.17  0.0828
20 H -2.74 -3.56 -6.40  0.0831
21 H -2.12 -1.54 0.54  0.0357
22 C -4.33 0.00 0.37  -0.0500
23 C 0.55 2.66 4.29  -0.0917
24 H -0.49 5.30 1.38  0.0326
25 Cr -0.36 0.02 -0.42  0.3140
26 H -2.02 -1.89 -1.21  0.0167
27 C -0.73 2.30 3.89  -0.0873
28 C -2.93 2.73 -1.54  -0.0954
29 H -4.70 2.62 -2.75  0.1037
30 C 2.01 -7.37 -1.46  -0.0981
31 H 1.96 7.25 3.30  0.0835
32 C 2.10 -5.85 -1.20  -0.6220
33 H 2.85 -7.68 -2.09  0.0815
34 C 2.79 -0.83 -2.69  -0.1209
35 H -3.08 -5.22 -0.26  0.0877
36 H 0.21 -5.43 3.78  0.0866
37 H -6.02 -0.33 -3.08  0.0938
38 C 3.63 0.22 2.99  -0.7281
39 H 1.86 3.38 1.25  0.0989
40 Cl 4.41 1.26 0.56  0.6548
41 H 1.08 -7.63 -1.99  0.0609
42 C 4.55 5.29 2.34  -0.0938
43 H 0.52 -2.70 -3.75  0.0826
44 C -1.06 -3.26 -5.09  -0.1159
45 C -1.30 7.79 4.20  -0.0817
46 C 3.49 -5.54 -0.62  -0.1099
47 H 2.48 -1.29 -1.76  0.0451
48 C -5.07 3.63 -0.89  -0.1059
49 C -0.39 -2.37 -4.25  -0.1101
50 C -0.67 9.34 2.00  -0.1388
51 C -0.85 -1.06 -4.05  -0.3185
52 H 2.55 -7.24 1.55  0.0576
53 C -3.59 -0.60 -0.67  -0.3017
54 C 1.99 0.30 1.17  -0.4351
55 C 4.23 5.15 1.00  -0.0905
56 H 4.25 -5.80 -1.36  0.0840
57 C 3.27 0.53 1.66  -0.6158
58 H -0.52 -7.96 -0.56  0.0605
59 H -1.27 -7.43 0.95  0.0611
60 C -0.26 8.01 2.03  -0.4197
61 O -0.20 -0.41 1.60  -0.2237
62 H -0.94 -4.63 -2.37  0.0621
63 C 4.11 -0.98 -3.11  -0.1027
64 H -1.44 1.93 4.62  0.0990
65 H -0.44 9.94 1.13  0.0792
66 C 1.00 -0.26 2.06  -0.4407
67 H -2.27 9.54 4.98  0.0944
68 C 1.87 -0.06 -3.42  -0.3194
69 Cl 3.13 -0.77 5.47  0.5854
70 C -4.24 -0.69 -1.91  -0.0478
71 H -0.27 6.20 3.20  0.1010
72 H 3.71 -6.11 0.29  0.0588
73 H -6.17 0.93 1.00  0.0968
74 O 1.59 0.60 -0.03  -0.2595
75 Si 0.73 -5.25 0.00  0.4589
76 H 2.46 -4.86 3.40  0.0881
77 C -1.40 9.89 3.05  -0.1065
78 H -1.44 6.00 0.08  0.0635
79 H 5.58 -0.47 -4.60  0.0829
80 H -2.43 0.31 -4.57  0.0894
81 Cl 0.18 -1.30 4.40  0.6392
82 C -0.09 -5.33 2.73  -0.1026
83 H 1.15 4.49 -0.50  0.0309
84 H 2.04 -7.96 -0.53  0.0644
85 H -2.76 4.13 1.53  0.0929
86 H -0.49 -4.31 2.60  0.0819
87 H 1.90 -3.57 2.32  0.0482
88 H 1.76 -7.20 3.13  0.0824
89 H 4.85 4.54 0.35  0.0951
90 C 3.73 6.06 3.16  -0.0984
91 C 1.39 -0.59 3.36  -0.6193
92 H -2.32 2.19 -2.26  0.0735
93 H -0.68 -4.27 -5.23  0.0890
94 H -3.86 0.10 1.34  0.1119
95 C 1.60 -7.03 2.06  -0.0987
96 C -2.23 -1.12 -0.46  -0.2319
97 C -2.22 -2.87 -5.74  -0.1254
98 H 3.97 6.18 4.21  0.0989
99 C 2.25 6.51 1.30  -0.4067
100 Si 0.04 0.16 -2.84  0.6427
101 H -5.12 4.54 1.05  0.0953
102 H 1.08 -5.26 -3.07  0.0502
103 C 3.66 0.42 -5.01  -0.1227
104 H 0.86 -7.76 1.71  0.0661
105 H -2.25 -7.58 -0.51  0.0835
106 Cl 5.25 0.56 3.55  0.5840
107 C -1.02 -5.81 -0.51  -0.6172
108 H -0.24 1.44 -3.61  -0.0413
109 C -2.71 -1.58 -5.55  -0.1198
110 Cl -7.89 0.91 -1.29  0.5588
111 C -5.54 -0.24 -2.11  -0.1389
112 H -1.54 7.17 5.06  0.1020
113 C 2.70 -0.35 3.83  -0.7294
114 C -2.03 -0.69 -4.71  -0.1433
115 H -1.72 10.92 3.01  0.0929
116 C -0.58 7.24 3.14  -0.1176
117 C -4.51 4.04 0.32  -0.0923
118 H 4.80 -1.57 -2.52  0.0928
119 C 3.10 5.77 0.48  -0.1520
120 C -0.19 2.81 1.58  -0.3608
121 C -1.27 -7.28 -0.13  -0.0948
122 H -2.16 -5.09 1.24  0.0579
123 C 1.47 3.06 3.33  -0.0749
124 H -3.62 -1.26 -6.05  0.0885
125 H 5.42 4.79 2.75  0.1023
126 C 2.35 0.56 -4.58  -0.1238
127 P -0.54 2.83 -0.22  1.0892
128 C -0.45 5.67 0.36  -0.4351
129 C 1.14 -5.58 1.84  -0.6205
130 C -1.10 2.37 2.55  -0.0944
131 H 0.84 2.59 5.33  0.0998
132 C -2.36 3.14 -0.34  -0.3481
133 C 1.11 3.12 1.99  -0.0993
134 H 2.82 -5.52 -3.21  0.0861
135 H -6.12 3.79 -1.09  0.0929
136 C -1.20 -5.64 -2.03  -0.1035
137 C 2.03 -5.12 -2.55  -0.1193
138 H 3.16 -4.68 1.78  0.0572
139 C -3.17 3.80 0.59  -0.1073
140 H 2.87 5.66 -0.57  0.0924
141 C 0.07 4.58 -0.57  -0.3799
142 H 4.00 0.91 -5.92  0.0831
143 H -0.89 -6.05 2.54  0.0577
144 H -1.96 -3.87 -0.03  0.0397

Properties
calculated total energy	-11667.707205	Eh
energy relative to the best compared isomer or geometry (same formula, charge and spin)	0.0	kcal per mole
total charge	-2
E_HOMO (alpha / beta)	-1.60 / -1.99	eV
orbital gap (alpha / beta)	5.24 / 5.63	eV
multiplicity	5
maximum force	1.03	eV Å⁻¹